Entry 1:
Entry from the Open Molecules 2025 dataset: a cluster of 12 separate species, C18H60O12 in total at a distorted geometry (the ωB97M-V functional and the def2-TZVPD basis).

Output
- E_tot (Ha) = -1624.4963
- HOMO energy (eV) = -9.59
- SMILES = CC(C)O.CC(C)O.CC(C)O.CO.CO.CO.CO.CO.CO.CO.CO.CO
- energy above the lowest of the compared OMol25 structures with the same formula, charge and spin (kcal per mole) = 108.00
- LUMO level (eV) = 0.18

Geometry as ORCA input:
```
! RIJCOSX wB97M-V def2-TZVPD def2/J DEFGRID3
* xyz 0 1
C 29.6173 -12.6463 11.1307
C 28.2174 -12.0915 10.9686
C 27.3910 -12.0927 12.2469
O 28.2698 -10.7476 10.4786
H 30.2220 -12.1926 11.9170
H 30.1610 -12.5846 10.1875
H 29.5821 -13.7169 11.3717
H 27.6766 -12.6825 10.2183
H 26.8009 -13.0131 12.2939
H 26.7212 -11.2423 12.3275
H 28.0341 -12.1647 13.1287
H 29.0451 -10.5687 9.9231
C 31.4989 -8.5377 7.5301
C 30.7746 -8.8767 8.8361
C 29.4278 -8.1781 8.9217
O 30.5496 -10.2963 8.8598
H 32.1907 -9.3226 7.2352
H 32.0598 -7.6166 7.7065
H 30.7980 -8.3199 6.7229
H 31.3767 -8.5862 9.7042
H 28.9808 -8.4050 9.8897
H 28.7712 -8.5805 8.1474
H 29.6123 -7.1196 8.7535
H 31.3780 -10.7829 8.7566
C 29.6380 -11.0153 4.7707
C 29.7473 -12.0378 5.8892
C 28.4830 -12.0882 6.7537
O 29.9761 -13.3213 5.2969
H 30.5139 -11.0111 4.1255
H 29.4899 -10.0449 5.2507
H 28.7687 -11.2563 4.1576
H 30.5789 -11.8083 6.5627
H 28.1695 -11.0863 7.0429
H 28.6897 -12.6924 7.6377
H 27.6492 -12.5288 6.1995
H 29.3954 -13.9835 5.6768
C 25.7482 -9.6796 7.6922
O 25.4456 -8.3803 7.2013
H 24.9629 -10.0588 8.3601
H 25.7983 -10.3918 6.8636
H 26.6495 -9.7073 8.3015
H 24.5867 -8.4268 6.7726
C 31.6018 -6.0234 11.0927
O 30.5552 -6.0038 12.0791
H 32.2191 -6.9061 11.2609
H 31.1224 -6.1233 10.1154
H 32.1718 -5.0979 11.0972
H 30.5176 -5.1316 12.4777
C 34.4109 -6.9951 8.8222
O 34.3666 -5.5857 8.7732
H 33.5471 -7.3949 9.3625
H 34.5384 -7.4998 7.8638
H 35.2733 -7.2440 9.4453
H 33.7947 -5.2805 8.0618
C 29.5152 -4.9018 6.5484
O 30.6831 -4.1735 6.9021
H 29.6261 -5.9160 6.9187
H 28.6210 -4.4053 6.9238
H 29.4211 -4.9932 5.4608
H 30.5532 -3.2388 6.7295
C 25.7432 -8.4591 10.9991
O 24.6523 -7.9002 10.2684
H 25.5781 -8.3809 12.0679
H 25.8375 -9.5092 10.7040
H 26.6465 -7.9553 10.6526
H 24.8613 -7.9110 9.3281
C 30.9326 -9.5233 12.9715
O 31.0495 -8.2915 13.6797
H 29.8890 -9.6909 12.6838
H 31.5253 -9.5159 12.0474
H 31.2867 -10.3130 13.6304
H 31.0370 -7.5657 13.0370
C 33.7613 -11.0872 9.6023
O 32.9777 -11.8073 8.6300
H 34.0827 -10.1365 9.1595
H 33.1229 -10.8300 10.4479
H 34.6150 -11.6560 9.9674
H 33.6282 -12.1365 8.0012
C 33.6424 -9.1938 5.0318
O 34.3292 -9.0200 3.8058
H 34.3554 -9.2197 5.8637
H 32.9604 -8.3629 5.1811
H 33.0575 -10.1199 5.0290
H 34.9799 -9.7167 3.6971
C 27.7319 -5.4606 10.1802
O 26.9669 -4.3240 10.5569
H 28.6507 -5.0995 9.6901
H 28.1237 -6.0136 11.0352
H 27.2045 -6.0878 9.4659
H 27.1212 -4.1413 11.4852
*
```



Entry 2:
Entry from the Open Molecules 2025 dataset: a structure of composition C18H23IIrN8 at a distorted geometry (the ωB97M-V functional and the def2-TZVPD basis).

Output
- E_tot (Ha) = -1538.2663
- HOMO energy (spin up / spin down) (eV) = -20.00 / -20.00
- <S²> = 0.777
- energy above the lowest of the compared OMol25 structures with the same formula, charge and spin (kcal per mole) = 63.85
- LUMO level (spin up / spin down) (eV) = -13.86 / -16.03

Geometry as ORCA input:
```
! RIJCOSX wB97M-V def2-TZVPD def2/J DEFGRID3
* xyz 4 2
Ir 0.3930 0.0536 -0.9989
N 2.8263 0.0650 -0.7796
C 3.2934 0.2043 0.5548
C 4.6403 0.3602 0.8639
C 5.0661 0.3632 2.1906
C 4.1469 0.3201 3.2280
C 2.7584 0.2317 2.9581
C 1.7713 0.2560 3.9603
C 0.4417 0.1326 3.6023
C 0.1117 0.0052 2.2506
N 1.0188 0.0293 1.2891
C 2.3270 0.1356 1.5999
H 2.9587 -0.9046 -1.0789
H 3.3939 0.6299 -1.4173
H 5.3746 0.4194 0.0732
H 6.1253 0.3902 2.4101
H 4.4877 0.3499 4.2552
H 2.0513 0.3719 4.9998
H -0.3386 0.1240 4.3490
H -0.9217 -0.1068 1.9466
C -4.8985 2.3240 -1.4171
N -4.0429 1.2066 -1.1117
C -4.7411 -0.0101 -0.8334
C -2.6777 1.3174 -1.0922
N -1.8728 0.2958 -1.0012
N -2.1954 2.5972 -1.1793
C -0.8959 3.0709 -1.1949
N -0.7888 4.3813 -1.3834
N 0.1351 2.2840 -1.0370
H -5.9216 1.9726 -1.5774
H -4.5903 2.8468 -2.3282
H -4.9432 3.0400 -0.5833
H -5.5510 0.1928 -0.1203
H -4.1215 -0.8009 -0.4155
H -5.2445 -0.3769 -1.7398
H -2.3407 -0.6058 -1.0391
H -2.9021 3.3276 -1.2369
H -1.5808 4.9905 -1.5373
H 0.1051 4.8516 -1.4242
H 1.0158 2.7940 -1.0505
I 0.7193 -1.3137 -3.5139
C 0.5901 -2.8968 -2.0502
C 0.6445 -4.2323 -2.3908
C 0.5840 -5.1512 -1.3464
C 0.4998 -4.6946 -0.0413
C 0.4409 -3.3241 0.1910
N 0.4793 -2.4438 -0.8045
H 0.7355 -4.5441 -3.4205
H 0.6058 -6.2134 -1.5648
H 0.4642 -5.3811 0.7909
H 0.3609 -2.9347 1.1969
*
```